(1)
Entry from the OMol25 dataset: a molecular structure, C29H29BeN3Si in a non-equilibrium geometry (ωB97M-V/def2-TZVPD).

The geometry in XYZ format:
```
63
Properties=species:S:1:pos:R:3:forces:R:3
C -0.3461 2.5098 3.2243 -1.20 0.03 -1.32
C -1.2720 2.0708 2.2417 1.38 2.11 1.59
C -1.4228 0.6602 2.3670 1.23 -2.26 1.94
H -1.8619 2.7080 1.5918 0.23 -0.05 0.00
C -0.5755 0.2207 3.4233 -1.43 -0.02 -1.44
C 0.0723 1.3715 3.9648 -0.23 -0.01 -0.30
H 0.7314 1.3766 4.8288 -0.07 0.02 -0.26
H -0.0578 3.5330 3.4260 0.00 -0.13 -0.11
H -2.1274 0.0469 1.8142 0.26 0.08 0.08
H -0.4926 -0.7927 3.8111 -0.03 0.31 -0.21
Be 0.8403 0.6216 -0.2070 -0.81 -2.53 0.96
C 1.6323 -2.1532 1.3924 -2.91 0.26 0.13
H 1.3136 -1.7386 2.3564 0.16 0.33 -0.15
H 1.8096 -3.1892 1.6893 0.23 -0.12 -0.83
H 0.6505 -1.9631 0.7285 2.80 -0.77 1.24
Si -0.8930 -1.2630 -1.0630 2.01 0.18 0.29
C -1.0904 -0.8121 -2.8765 -0.38 0.34 0.01
C -2.3289 -0.2556 -3.2266 0.41 0.02 -0.53
H -3.0799 -0.0862 -2.4409 0.23 -0.13 -0.51
C -2.5945 0.0890 -4.5530 -0.29 0.33 0.29
H -3.5614 0.5354 -4.7585 0.05 0.00 -0.26
C -1.6524 -0.1080 -5.5577 -0.10 -0.43 0.30
H -1.8899 0.1589 -6.5952 0.22 -0.15 0.49
C -0.4404 -0.7197 -5.2133 0.19 0.12 0.18
H 0.2762 -0.9303 -6.0002 0.05 0.05 0.09
C -0.1258 -1.0426 -3.8836 -0.53 0.24 -0.08
H 0.8642 -1.4696 -3.6381 -0.70 0.21 -0.13
C -1.2529 -3.1631 -1.1425 0.47 -0.74 0.14
C -2.0341 -3.6207 -2.2387 -0.16 -0.14 0.68
H -2.2341 -2.9346 -3.0852 0.02 -0.62 0.67
C -2.6081 -4.9085 -2.2341 0.40 0.23 0.08
H -3.2360 -5.1727 -3.0835 0.11 -0.14 0.20
C -2.3912 -5.8091 -1.1748 0.05 0.70 0.12
H -2.8971 -6.7978 -1.1526 0.48 0.85 -0.01
C -1.5396 -5.3941 -0.1294 0.20 0.16 -0.43
H -1.3728 -6.0754 0.7142 0.12 0.29 -0.39
C -0.9002 -4.1268 -0.1494 -0.97 -0.30 -0.26
H -0.1584 -3.9172 0.6405 -0.74 0.07 -0.47
H -1.9893 -0.7261 -0.2047 -0.48 -0.02 -0.45
H 2.5015 -1.5922 1.0521 -0.35 -0.61 -0.56
C 3.8635 1.6886 4.5374 -0.65 -0.06 -0.68
C 3.4967 0.4254 4.0612 0.65 0.25 0.01
C 3.1090 0.2384 2.7411 -0.32 0.43 -0.45
C 2.8434 1.3608 1.9031 0.56 -0.65 0.80
C 3.3133 2.5971 2.3281 0.07 0.64 1.40
C 3.7693 2.7595 3.6480 0.39 -0.37 -0.18
N 2.0540 1.3372 0.7408 -0.34 0.61 -1.78
N 2.1583 2.5235 0.0880 -0.70 0.61 -0.43
C 1.0292 2.8710 -0.6170 -0.40 -0.13 0.06
C 0.7196 4.1699 -1.0850 0.38 -0.04 0.31
C -0.5487 4.4110 -1.6162 1.06 0.17 -0.01
C -1.5012 3.3895 -1.6958 0.04 -0.29 0.29
C -1.1616 2.1638 -1.1777 0.11 0.05 -0.32
N 0.0790 1.9072 -0.7439 0.02 0.56 0.30
H 4.2111 1.8169 5.5594 -0.13 0.06 -0.19
H 3.5843 -0.4125 4.7450 0.08 -0.16 -0.30
H 3.0554 -0.7594 2.3278 -0.27 0.52 0.59
H 3.2311 3.4421 1.6517 -0.01 -0.14 0.44
H 4.0843 3.7249 4.0142 0.00 0.25 -0.24
H 1.5057 4.9157 -0.9029 -0.66 -0.08 -0.39
H -0.8006 5.4062 -1.9741 0.10 -0.13 0.10
H -2.4846 3.5232 -2.1251 0.04 0.19 0.15
H -1.8761 1.3597 -1.0658 0.09 -0.04 -0.25
```
Positions in Å, forces in eV/Å.

Its gap between HOMO and LUMO (alpha / beta) is 5.5429 / 5.3282 eV. As for the energy relative to the best compared isomer or geometry (same formula, charge and spin): 50.9 kcal/mol. The value obtained for the LUMO energy (alpha / beta) is -1.6 / -1.8 eV. As for the HOMO energy (alpha / beta): -7.135 / -7.089 eV. For the maximum force, the calculation gives 3.2 eV Å⁻¹.


(2)
Entry from the OMol25 dataset: a molecular structure, C29H29BrN8O4S2SbSe4V in a non-equilibrium geometry (ωB97M-V/def2-TZVPD).

The geometry in XYZ format:
```
79
Properties=species:S:1:pos:R:3:forces:R:3
V -0.0655 0.3055 0.7696 1.03 -0.69 1.94
Se 6.1078 0.0932 4.3441 -0.03 0.01 -0.01
Sb 5.3519 1.1739 2.3429 0.14 0.12 0.09
Se 0.1589 -1.8898 1.6803 -0.32 0.01 -0.12
Se 2.1081 -0.5829 1.8079 0.09 -0.11 -0.35
Se 6.1126 3.4744 2.3680 -0.11 -0.08 -0.02
Br -6.4520 11.2270 -1.6169 0.00 0.00 0.00
C -5.6586 9.5272 -1.3062 0.00 -0.01 0.00
C -4.3886 9.2700 -1.7997 -0.01 0.00 0.00
C -3.8092 8.0340 -1.5725 0.04 -0.01 -0.01
C -4.4958 7.0569 -0.8540 0.01 0.00 0.01
C -5.7634 7.3411 -0.3594 -0.01 -0.04 0.02
C -6.3558 8.5735 -0.5861 0.01 0.01 -0.01
N -3.9764 5.7650 -0.5545 0.03 0.02 -0.02
N -2.9606 5.4773 -1.2266 -0.06 0.01 0.01
C -2.3438 4.2483 -1.0289 -0.04 0.00 0.02
C -1.2983 4.0252 -1.9085 0.07 0.01 -0.09
C -0.5621 2.8474 -1.9521 -0.07 -0.04 -0.16
C -0.8514 1.8251 -1.0669 -0.37 0.21 -0.04
O -0.2572 0.6592 -1.0882 0.11 0.53 0.13
C -1.8621 2.0752 -0.0416 0.17 0.36 -0.66
N -1.9658 1.1086 0.8902 -0.62 -0.14 -0.57
C -2.9698 1.1271 1.7305 0.14 0.03 0.14
C -3.8844 2.1835 1.7296 -0.03 -0.05 0.08
C -3.7112 3.2445 0.8799 -0.02 0.05 -0.07
C -2.6584 3.2331 -0.0611 -0.15 -0.13 0.22
H -3.8576 10.0326 -2.3529 0.00 0.00 0.00
H -2.8195 7.8104 -1.9446 0.00 0.00 0.00
H -6.2814 6.5736 0.2015 0.00 0.01 0.00
H -7.3449 8.7901 -0.2071 0.00 0.00 0.00
H -1.0817 4.8217 -2.6102 0.00 -0.01 0.00
H 0.2023 2.6849 -2.6990 0.01 0.02 0.00
H -3.0197 0.3087 2.4375 -0.03 -0.01 -0.01
H -4.7156 2.1667 2.4215 0.00 -0.01 0.00
H -4.3905 4.0792 0.9004 0.00 0.00 0.01
N -2.2679 -3.8397 5.2427 -0.01 0.00 0.00
C -2.6744 -3.6153 3.9129 0.00 -0.01 0.00
C -3.5759 -2.5938 3.6118 0.00 0.00 0.00
C -3.9591 -2.3631 2.3033 -0.03 -0.03 -0.01
C -3.4505 -3.1497 1.2785 0.05 -0.01 0.02
C -2.5838 -4.1864 1.5735 0.04 0.03 0.00
C -2.2034 -4.4241 2.8860 0.01 0.00 0.00
S -3.8922 -2.8320 -0.4094 -0.02 -0.06 0.06
O -2.9576 -3.5755 -1.2358 -0.01 -0.03 -0.06
O -5.2851 -3.2195 -0.5658 0.05 0.05 0.04
N -3.6755 -1.2713 -0.4240 -0.22 0.04 0.00
C -3.8064 -0.5778 -1.5673 0.03 0.06 -0.05
S -3.5068 -1.2375 -3.1846 0.02 -0.03 0.00
C -3.8188 0.3178 -3.8653 -0.03 0.02 -0.02
C -4.0990 1.1937 -2.8739 0.02 0.01 0.01
N -4.1019 0.7059 -1.5945 0.08 0.04 0.06
H -2.3094 -3.0023 5.8046 0.00 0.00 0.00
H -1.3413 -4.2370 5.2972 0.01 0.00 0.00
H -3.9567 -1.9652 4.4106 0.00 0.00 0.00
H -4.6373 -1.5570 2.0541 0.00 0.00 0.01
H -2.1755 -4.7716 0.7603 0.00 0.00 0.00
H -1.4933 -5.2124 3.1094 0.00 0.00 0.00
H -3.7896 0.4996 -4.9270 0.00 0.00 0.00
H -4.3242 2.2422 -3.0277 0.00 0.00 0.00
C -0.1220 0.7470 4.6218 -0.01 0.03 -0.01
N 0.9951 1.6290 4.3106 -0.10 0.07 -0.10
C 2.2221 1.3637 5.0534 0.05 -0.06 -0.02
C 1.0196 2.1616 3.0664 0.07 -0.18 0.07
O 0.1304 1.8531 2.2298 -0.08 -0.13 -0.49
N 1.9869 3.0513 2.7593 -0.02 0.09 -0.02
C 2.2048 3.3996 1.3637 -0.04 0.03 0.01
C 2.4528 4.0393 3.7222 0.06 0.01 0.02
H -0.0362 0.4583 5.6689 -0.02 0.04 0.01
H -0.1094 -0.1496 3.9974 0.03 -0.04 0.00
H -1.0682 1.2672 4.4734 0.00 0.00 -0.03
H 2.3443 0.2854 5.1638 0.01 0.00 -0.01
H 2.1938 1.8324 6.0405 0.00 0.00 -0.01
H 3.0931 1.7202 4.5127 -0.02 0.01 0.03
H 1.9707 2.5487 0.7284 0.02 0.00 0.01
H 3.2591 3.6489 1.2380 0.00 0.04 0.01
H 1.5845 4.2531 1.0677 -0.02 -0.03 -0.02
H 2.0014 3.8629 4.6955 0.01 -0.01 -0.04
H 2.1474 5.0328 3.3780 0.01 0.00 -0.01
H 3.5404 4.0202 3.8064 0.04 -0.01 -0.01
```
Positions in Å, forces in eV/Å.

Its multiplicity is 3. Its gap between HOMO and LUMO (alpha / beta) is 5.2527 / 5.2488 eV. As for the energy relative to the best compared isomer or geometry (same formula, charge and spin): 0.0 kcal/mol. The value obtained for the LUMO energy (alpha / beta) is 2.7 / 2.6 eV. As for the HOMO energy (alpha / beta): -2.547 / -2.626 eV. As for the charge: -2. For the maximum force, the calculation gives 2.3 eV Å⁻¹.


(3)
Entry from the OMol25 dataset: a molecular structure, C29H29Cl3N9OOsS2Si in a non-equilibrium geometry (ωB97M-V/def2-TZVPD).

The geometry in XYZ format:
```
75
Properties=species:S:1:pos:R:3:forces:R:3
Os 0.2745 -0.1483 0.7498 -0.58 -0.51 -0.67
S -3.4000 6.6855 1.1057 -0.03 0.08 0.01
N -2.8801 5.7533 2.3046 -0.01 0.06 0.23
C -2.4183 4.6421 1.7624 -0.06 0.08 -0.55
C -1.8675 3.5154 2.4710 0.12 -0.31 0.03
C -1.7868 3.4385 3.8654 0.02 -0.04 -0.07
C -1.2855 2.2934 4.4425 -0.04 0.11 -0.01
C -0.8467 1.2623 3.6168 0.06 -0.09 0.12
N -0.9094 1.3286 2.2959 0.08 -0.11 -0.23
C -1.4201 2.4260 1.7128 -0.08 0.17 0.41
C -1.5345 2.4120 0.2624 -0.09 0.17 -0.34
N -1.1131 1.3055 -0.3878 0.14 -0.13 0.12
C -1.2785 1.2266 -1.7054 -0.11 -0.06 -0.10
C -1.8257 2.2575 -2.4588 -0.09 0.07 0.03
C -2.2196 3.4120 -1.8208 0.03 -0.06 0.05
C -2.0933 3.4935 -0.4305 0.11 -0.33 -0.06
C -2.5287 4.6300 0.3409 0.02 0.10 0.56
N -3.0710 5.7319 -0.1429 -0.03 0.05 -0.24
H -2.1258 4.2772 4.4591 -0.01 -0.02 0.02
H -1.2299 2.1881 5.5164 0.05 -0.02 -0.01
H -0.4273 0.3567 4.0400 0.01 0.01 -0.04
H -0.9556 0.3124 -2.1835 0.09 0.01 0.04
H -1.9299 2.1437 -3.5279 0.01 -0.02 0.00
H -2.6371 4.2489 -2.3650 -0.01 0.00 0.01
Cl 4.0483 -0.6884 0.8360 -0.24 0.00 0.15
Si 2.4606 0.2740 1.7453 1.27 0.47 0.29
Cl 3.0055 2.2590 1.8521 -0.28 -0.24 0.00
Cl 2.4809 -0.4279 3.7051 -0.17 0.02 -0.17
C 4.9646 2.8477 -2.0017 -0.08 -0.04 -0.05
C 4.0795 2.2534 -3.0902 0.15 0.18 0.23
N 3.9827 0.7983 -2.9723 0.05 -0.12 -0.03
C 3.0509 0.1294 -2.3051 -0.22 -0.01 0.08
S 1.7359 0.9564 -1.5602 -0.04 0.19 0.34
N 3.0869 -1.2016 -2.2615 0.21 -0.08 -0.16
C 4.0645 -2.0456 -2.9430 0.27 0.10 0.16
C 5.4228 -2.1253 -2.2470 -0.10 -0.03 -0.03
H 5.0836 3.9185 -2.1645 0.00 0.00 0.01
H 5.9555 2.3921 -2.0116 0.01 0.02 0.01
H 4.5170 2.6950 -1.0189 0.01 -0.03 0.00
H 4.4853 2.4742 -4.0768 -0.06 -0.05 -0.03
H 3.0767 2.6652 -3.0274 -0.04 -0.02 -0.10
H 4.7907 0.2849 -3.2899 -0.05 -0.06 -0.06
H 2.4153 -1.6304 -1.6442 -0.16 0.02 0.04
H 4.1752 -1.6858 -3.9693 -0.05 -0.06 -0.02
H 3.6380 -3.0466 -2.9920 -0.06 0.01 -0.09
H 5.8999 -1.1502 -2.1467 0.00 0.01 0.03
H 6.0892 -2.7653 -2.8243 0.01 0.00 0.02
H 5.3156 -2.5485 -1.2490 0.03 0.00 0.00
N -1.0738 -3.3340 3.5644 0.01 -0.06 0.01
C -0.2235 -2.6788 2.7593 -0.01 -0.01 -0.04
N -0.8362 -1.7674 2.0320 0.30 0.38 -0.27
C -2.1805 -1.8186 2.3910 -0.11 -0.22 0.27
C -3.2735 -1.0797 1.9419 0.04 0.04 -0.05
C -4.5065 -1.3792 2.4847 -0.03 0.05 -0.04
C -4.6600 -2.3875 3.4479 0.05 -0.06 0.02
C -3.5859 -3.1279 3.8985 -0.03 -0.09 0.07
C -2.3436 -2.8197 3.3574 -0.06 0.26 -0.24
H -0.8273 -4.0675 4.2096 0.06 -0.01 -0.01
H 0.8369 -2.8761 2.7247 -0.02 -0.04 0.04
H -3.1531 -0.2983 1.1998 -0.03 0.01 0.01
H -5.3815 -0.8283 2.1665 0.02 0.01 -0.01
H -5.6459 -2.5904 3.8428 0.01 -0.01 0.00
H -3.7117 -3.9163 4.6286 0.00 0.04 0.02
O 0.4986 -1.9484 -0.7884 -0.17 0.31 0.41
N -0.4198 -2.5850 -1.5019 -0.32 -0.22 -0.25
C -0.0483 -3.1461 -2.6687 0.14 0.00 -0.03
C -0.9562 -3.8263 -3.4491 -0.12 -0.03 0.01
C -2.2737 -3.9424 -3.0318 0.04 0.03 0.05
C -2.6400 -3.3533 -1.8309 0.03 -0.06 -0.14
C -1.6977 -2.6788 -1.0867 0.01 0.11 0.12
H 0.9904 -3.0231 -2.9342 -0.01 0.05 0.04
H -0.6271 -4.2616 -4.3815 0.05 0.01 0.02
H -2.9979 -4.4784 -3.6286 0.00 0.00 0.00
H -3.6549 -3.4141 -1.4650 0.02 0.03 0.04
H -1.9222 -2.1978 -0.1486 0.04 -0.02 0.03
```
Positions in Å, forces in eV/Å.

Its multiplicity is 6. Its gap between HOMO and LUMO (alpha / beta) is 6.8397 / 6.4057 eV. As for the energy relative to the best compared isomer or geometry (same formula, charge and spin): 0.9 kcal/mol. The value obtained for the LUMO energy (alpha / beta) is -5.6 / -7.0 eV. As for the HOMO energy (alpha / beta): -12.412 / -13.365 eV. As for the charge: +2. For the maximum force, the calculation gives 1.4 eV Å⁻¹.


(4)
Entry from the OMol25 dataset: a molecular structure, C29H29ClN8O4S2W in a non-equilibrium geometry (ωB97M-V/def2-TZVPD).

The geometry in XYZ format:
```
74
Properties=species:S:1:pos:R:3:forces:R:3
W 0.5399 1.2666 0.4043 0.34 1.55 2.27
N 1.7672 2.2012 -3.6082 -0.43 -1.51 0.38
C 1.4685 1.6127 -2.4236 -0.06 0.35 0.21
S 1.6789 2.7267 -0.9795 0.06 -1.06 -1.00
N 1.0638 0.3611 -2.3333 0.03 0.16 -0.02
N 0.6621 -0.0500 -1.0447 -0.75 -0.82 -0.90
C 0.2531 -1.3546 -0.8163 1.54 0.97 -1.67
C 0.3895 -2.3754 -1.8690 -1.05 -0.02 0.70
C 1.5313 -2.4613 -2.6594 -0.37 0.40 -0.15
C 1.5220 -3.3125 -3.7379 0.47 -0.70 -1.21
C 0.4413 -4.1541 -4.0194 -0.89 0.30 0.86
C -0.6896 -4.1336 -3.1617 1.32 0.16 0.21
C -0.7090 -3.2436 -2.0835 0.93 -0.03 -1.13
C -0.1669 -1.6267 0.5317 -0.74 0.13 1.73
C -0.7554 -2.8226 1.0533 0.99 -0.21 -0.99
C -1.0691 -2.9433 2.4033 0.07 0.78 -0.19
C -0.8392 -1.8148 3.2206 -0.29 -0.16 0.30
C -0.3237 -0.6456 2.6928 0.22 -0.89 -1.26
N 0.0148 -0.5476 1.3677 -0.40 -0.93 0.65
H 2.1138 3.1452 -3.6356 0.05 -0.04 -0.01
H 1.7182 1.6492 -4.4734 0.06 0.48 0.66
H 2.3679 -1.7973 -2.4944 0.00 -0.07 0.04
H 2.3764 -3.3195 -4.4324 -0.38 -0.05 0.51
H 0.4352 -4.8090 -4.8906 0.16 0.17 0.28
H -1.4696 -4.8693 -3.2682 -0.27 0.13 -0.25
H -1.5840 -3.1643 -1.4753 -0.40 -0.01 0.24
H -0.8309 -3.6836 0.3617 -0.07 0.64 0.70
H -1.5057 -3.8697 2.8102 0.35 0.59 -0.26
H -1.0873 -1.8255 4.2860 0.11 -0.08 -0.41
H -0.1509 0.2272 3.2887 0.07 0.33 0.26
O 4.1377 5.1134 3.9793 -1.41 -1.50 -1.34
C 4.3513 3.8163 3.9906 0.40 0.92 0.27
O 5.2814 3.2090 4.4945 -0.52 1.40 0.24
C 3.4067 2.8848 3.2364 -0.58 0.15 -0.41
C 3.8673 1.5862 2.9818 -0.04 0.00 -0.18
Cl 5.3043 0.8210 3.4379 -0.19 0.05 -0.30
N 2.9993 0.9223 2.2012 -0.49 0.66 0.07
N 1.8993 1.8141 1.9183 0.44 -0.73 0.89
C 2.1563 3.0253 2.5874 1.97 -1.92 -0.27
C 1.3655 4.3536 2.5319 0.50 0.89 0.04
O 2.1957 5.3278 2.4063 -0.98 -0.77 0.29
O 0.1463 4.3733 2.6378 0.53 -0.77 -0.64
C 3.1506 -0.5177 1.9509 -0.24 -0.57 0.08
C 3.3219 -1.0805 0.6804 -0.20 0.84 0.08
C 3.5446 -2.4529 0.5444 -0.22 -0.26 0.05
C 3.6385 -3.3245 1.6496 -0.18 0.60 -0.46
C 3.4855 -2.7402 2.9093 -0.01 0.53 0.07
C 3.2674 -1.3606 3.0684 -0.26 -0.15 -0.86
H 3.2167 5.3123 3.2149 1.31 -0.40 1.02
H 3.3075 -0.4095 -0.1968 0.07 -0.51 0.37
H 3.6066 -2.8332 -0.4682 0.23 -0.14 0.09
H 3.8365 -4.4127 1.5092 -0.22 1.11 0.20
H 3.5480 -3.3264 3.8127 0.10 -0.18 0.03
H 3.2467 -0.9068 4.0441 -0.20 -0.17 0.29
C -4.5124 -0.8366 -2.3636 0.15 -0.28 0.07
C -4.6255 -0.2172 -0.9707 0.17 0.56 -0.36
N -3.3456 0.3820 -0.5279 0.24 0.15 -0.26
C -2.8862 1.6123 -0.6176 -0.01 1.12 0.77
S -1.5749 2.1164 0.5916 -1.01 0.24 -1.12
N -3.3732 2.6669 -1.2775 1.16 -1.23 1.36
C -4.5580 2.7408 -2.0963 -0.58 -0.38 -1.87
C -5.8434 3.1110 -1.3692 -0.01 0.95 0.11
H -5.4994 -1.2106 -2.6855 0.51 0.06 0.09
H -3.7787 -1.6631 -2.3407 -0.45 0.22 -0.11
H -4.1380 -0.1100 -3.1102 -0.30 -0.32 0.41
H -4.8810 -0.9024 -0.1655 -0.06 -0.33 -0.26
H -5.3752 0.5676 -0.9259 -0.07 0.00 -0.09
H -2.7099 -0.2480 -0.0641 -0.05 -0.01 0.20
H -2.8520 3.5142 -1.0690 -0.30 0.02 -0.15
H -4.6813 1.7723 -2.6288 0.25 0.71 0.37
H -4.3371 3.4940 -2.8789 -0.14 -0.48 0.37
H -5.8504 2.6672 -0.3589 -0.20 0.40 -0.33
H -6.7158 2.7491 -1.9368 0.36 0.12 0.23
H -5.9061 4.2334 -1.3406 -0.15 -1.14 0.43
```
Positions in Å, forces in eV/Å.

Its multiplicity is 3. Its gap between HOMO and LUMO (alpha / beta) is 5.4164 / 5.0150 eV. As for the energy relative to the best compared isomer or geometry (same formula, charge and spin): 0.0 kcal/mol. The value obtained for the LUMO energy (alpha / beta) is -7.9 / -8.3 eV. As for the HOMO energy (alpha / beta): -13.332 / -13.337 eV. As for the charge: +2. For the maximum force, the calculation gives 2.8 eV Å⁻¹.


- The highest maximum force belongs to which entry?
  C29H29BeN3Si


- Which value of energy relative to the best compared isomer or geometry (same formula, charge and spin) does entry 3 give?
  0.9 kcal/mol